Entry 1:
46
Properties=species:S:1:pos:R:3:forces:R:3:lowdin_spin:R:1 method="wB97M-V/def2-TZVPD" s_squared=6.04 total_charge=+1 homo_ev="-7.8 / -11.9" lumo_energy_ev="-3.38 / -5.59" multiplicity=5 e_above_lowest_ev=0.000
Rh 0.335135 -0.421249 -2.304401 0.21 0.93 -1.12 0.611
P -0.101876 1.695672 -2.465017 -1.20 0.36 0.79 0.128
P -0.302257 -2.529564 -1.960390 1.01 0.52 -0.54 0.565
O -0.160657 1.016443 1.362896 0.01 -0.14 -0.11 0.151
O -1.769995 0.563529 2.917597 -0.56 -0.19 -1.09 0.041
O 2.325609 -0.344883 -0.077141 -1.43 -0.08 -2.00 0.024
C -0.206958 1.090483 4.996858 0.13 0.19 3.16 0.084
C 1.712295 1.336697 3.534436 4.65 0.98 0.89 0.326
C -2.200967 -3.559939 -0.812307 -0.85 0.27 0.52 0.102
C 2.531042 1.584669 4.636586 -0.42 -0.16 -1.33 0.039
C -0.650757 -3.102633 -3.617567 -0.14 -0.91 -0.06 0.118
C -0.508930 0.900416 2.532510 0.59 0.21 1.86 0.144
C 0.342658 1.105822 3.717854 -3.47 -0.72 -2.19 0.405
C 1.976338 1.583609 5.933390 3.11 0.64 0.23 0.474
C -1.538986 1.849692 -1.358329 -0.06 0.01 0.15 0.022
C -0.717312 2.227840 -4.067652 0.33 0.23 -0.24 0.045
C 0.932385 -3.631192 -1.255001 -0.24 -0.47 -0.07 0.054
C 1.576193 -0.357502 -0.959732 2.74 0.36 3.77 0.100
C 1.076816 2.878664 -1.815262 0.29 0.10 -0.36 0.008
C 0.599401 1.329612 6.105275 -3.59 -0.79 -1.17 0.294
H -2.441950 -2.904643 -1.689143 -0.11 -0.58 0.94 0.023
H -3.035318 -3.428479 -0.099892 -0.04 -0.55 -0.44 0.018
H -2.044064 -4.594533 -1.169917 -0.17 0.52 0.50 0.000
H -1.260834 1.547361 -0.334279 -0.02 0.19 -0.46 0.000
H -1.763008 1.916234 -4.169962 0.25 0.12 -0.02 0.002
H -1.355358 -3.174594 -0.195282 -0.64 -0.54 -0.41 0.023
H -1.855868 2.900355 -1.364740 -0.12 -0.15 0.04 0.004
H 0.692175 -4.673070 -1.522748 0.34 0.30 0.21 0.001
H 3.601567 1.782014 4.505717 -0.53 -0.13 0.01 -0.006
H 1.091271 2.817374 -0.722042 -0.04 0.00 -0.20 0.000
H 1.254384 0.464301 -3.250468 -0.17 -0.44 -0.08 0.051
H -0.456251 -4.180714 -3.658442 -0.12 0.14 -0.47 0.009
H 2.064005 2.627471 -2.213013 -0.05 0.25 0.12 0.001
H -2.352137 1.204175 -1.717148 0.17 0.27 0.03 0.005
H 0.990196 -3.511141 -0.163484 0.12 -0.02 -0.39 0.002
H 0.775659 3.872649 -2.157572 0.17 0.01 0.24 0.002
H -0.619474 3.316612 -4.120607 -0.23 -0.10 -0.25 0.007
H -1.262826 0.897289 5.126408 0.12 0.04 0.04 0.000
H 0.173541 1.324040 7.108933 0.04 -0.01 -0.33 0.010
H -0.110252 1.747550 -4.841734 -0.23 0.29 0.01 0.007
H 0.073374 -2.515910 -4.191242 -0.36 -0.51 -0.46 0.038
H 1.844955 -3.283510 -1.745940 0.23 -0.46 0.30 0.022
H -2.300155 0.408026 2.109286 0.35 0.17 0.50 0.001
H 2.614764 1.778946 6.809117 -0.39 -0.13 -0.58 0.021
H -1.683607 -2.870998 -3.905102 0.32 -0.02 -0.10 0.009
H 2.116021 1.317010 2.528686 0.01 0.02 0.13 0.015


Entry 2:
52
Properties=species:S:1:pos:R:3:forces:R:3:mulliken_charge:R:1 method="wB97M-V/def2-TZVPD" homo_ev=-10.6 lumo_energy_ev=0.31 multiplicity=1 smiles=CCCC#N.ClCCCl.ClCCCl.ClCCCl.ClCCCl.ClCCCl
Cl 19.592740 4.965490 5.682160 0.81 -0.23 0.15 -0.170
Cl 17.474310 9.440580 7.899360 0.08 -0.16 -0.05 -0.133
Cl 18.901930 7.787860 10.515210 0.31 -0.90 -0.12 -0.147
Cl 24.078450 11.082610 5.577560 0.12 0.11 -0.29 -0.111
Cl 28.315210 11.860030 5.460100 -0.21 -0.21 0.32 -0.199
Cl 21.540270 8.220350 6.462500 -0.05 0.13 0.42 -0.204
Cl 20.983880 3.602200 2.885040 0.26 0.08 0.60 -0.203
Cl 21.222720 4.196200 8.777550 -0.09 0.21 0.20 -0.153
Cl 20.245700 11.535510 8.919550 -0.04 -0.06 -0.13 -0.216
Cl 24.075170 6.558580 11.091080 -0.14 -0.60 -0.17 -0.222
N 20.759150 16.643200 5.780580 0.67 2.48 -0.51 -0.413
C 21.384530 4.716810 5.453060 -0.46 -0.02 -0.93 -0.274
C 23.257500 5.728910 9.685030 -0.02 1.02 0.52 0.095
C 20.781660 10.566150 7.501940 0.51 0.29 0.25 -0.035
C 26.626000 11.735670 6.083430 -0.12 -0.08 -0.99 -0.409
C 19.587500 13.496370 3.786400 0.07 -1.52 0.62 -1.128
C 16.805790 9.286660 9.544660 0.26 -0.19 0.59 -0.442
C 20.108620 14.188210 6.295120 -0.16 -0.64 0.12 0.000
C 25.759090 11.227830 4.928170 0.05 0.22 0.75 -0.561
C 21.695710 4.892030 3.954790 -0.29 0.01 -0.31 -0.559
C 21.078100 9.156780 7.932450 -0.22 -0.69 0.48 -0.176
C 22.293980 4.642730 10.130680 0.78 -0.80 0.38 -0.524
C 19.182290 13.445130 5.280260 0.19 2.14 -0.29 -0.351
C 17.890860 9.201810 10.627870 -0.21 1.43 0.09 -0.376
C 20.468350 15.574790 5.998350 -0.91 -2.60 0.13 0.038
H 22.768500 6.586360 9.222690 -0.22 -0.45 -0.29 -0.220
H 18.790540 12.935750 3.297860 -0.02 0.28 -0.46 0.337
H 21.857430 9.068680 8.689410 0.47 0.38 -0.42 0.442
H 21.672680 3.728480 5.811220 -0.33 -0.03 -0.15 0.403
H 16.173890 10.166560 9.665430 0.10 -0.12 0.31 0.291
H 24.053370 5.356150 9.040260 -0.22 -0.05 0.07 0.342
H 21.046390 13.664690 6.481170 0.07 -0.18 -0.17 0.086
H 18.928260 12.458640 5.668090 0.40 -0.11 -0.25 0.227
H 22.854150 3.741040 10.378190 0.17 -0.01 -0.23 0.344
H 20.250970 8.662130 8.441640 -0.34 0.08 -0.65 -0.149
H 21.741230 4.807780 11.055510 -0.30 0.73 -0.43 0.353
H 17.499600 9.246110 11.644260 -0.54 -0.32 -0.19 0.383
H 26.031610 10.223950 4.602530 0.12 0.29 -0.09 0.324
H 18.567940 10.055820 10.609920 -0.10 0.04 -0.47 0.135
H 21.894550 5.437520 6.092240 -0.09 0.19 -0.33 0.136
H 20.029210 10.619810 6.715150 0.01 -0.05 0.23 0.248
H 18.246600 14.003490 5.309010 -0.25 -0.05 0.21 0.296
H 26.546230 11.046320 6.923990 0.34 0.33 0.04 0.338
H 25.795030 11.971150 4.131750 -0.28 -0.36 -0.11 0.326
H 22.757900 4.913720 3.711060 0.01 -0.16 0.38 0.377
H 16.197380 8.382830 9.576740 0.00 0.11 -0.14 0.330
H 20.484650 12.906930 3.597270 0.22 0.06 0.06 0.287
H 21.249610 5.784270 3.515470 0.07 0.15 0.54 0.289
H 19.730120 14.466870 3.311120 -0.27 0.12 0.48 0.351
H 19.597840 14.194960 7.258010 -0.01 0.01 0.09 0.289
H 26.335550 12.761930 6.308190 -0.05 -0.30 0.37 0.295
H 21.708340 11.041810 7.180820 -0.18 0.00 -0.20 0.014


Entry 3:
50
Properties=species:S:1:pos:R:3:forces:R:3:lowdin_spin:R:1 method="wB97M-V/def2-TZVPD" s_squared=2.04 total_charge=+3 homo_ev="-18.4 / -18.4" lumo_energy_ev="-13.09 / -12.46" multiplicity=3
W -0.510367 -1.354769 0.567957 -3.52 0.46 2.00 1.861
Cl -1.103978 -3.420313 1.280830 0.67 1.38 -0.61 0.007
Cl -3.462640 1.509660 0.845899 -0.23 -0.84 0.82 0.014
P -1.368950 -0.777167 -1.762729 -0.80 -0.60 -3.59 0.004
P -0.525667 0.375883 2.759163 0.95 0.56 3.35 -0.041
O -1.841178 3.595195 0.863026 -2.49 -1.94 -0.12 0.001
O 3.334506 -3.258156 -2.343130 -0.16 1.16 0.65 -0.002
N 5.348979 -2.452324 -1.573543 -2.21 0.52 0.31 0.000
N 1.180109 -0.607046 -0.039440 2.44 -0.08 -1.44 0.028
C -3.403549 3.549117 -0.906168 1.12 -0.16 -1.28 0.000
C 3.780754 -0.058392 -0.911053 0.00 -1.48 0.19 0.047
C 1.575773 0.657869 -0.300464 0.69 0.38 0.96 0.023
C -0.904731 -0.897437 4.036249 -0.20 -0.77 -0.67 -0.004
C 1.181097 0.984709 3.219004 0.48 -0.30 -1.28 -0.003
C -2.833784 3.069467 0.375915 3.45 2.04 -0.72 0.000
C -0.062526 -0.745364 -3.092592 0.84 0.14 0.80 0.006
C -2.566510 0.424990 -2.513741 -0.02 0.91 1.39 -0.001
C -2.227633 -2.345680 -2.109164 -0.08 -0.45 0.66 0.002
C 3.269112 -1.366086 -0.940779 -0.70 0.00 0.15 -0.002
C 2.909307 0.927210 -0.540351 -0.36 0.84 -0.17 0.004
C -1.343774 1.784286 3.715387 -1.27 0.81 -1.05 -0.008
C 3.963370 -2.454842 -1.671583 1.91 -2.20 -0.82 -0.001
C 2.011732 -1.636719 -0.399703 0.61 0.54 0.03 0.063
H 1.638876 -2.652587 -0.188089 0.40 0.19 -0.43 0.005
H -0.444137 -0.891322 -4.117166 -0.39 0.00 0.63 -0.001
H 0.891046 1.483851 -0.193526 -0.37 -0.04 0.29 0.000
H -2.578743 -2.417750 -3.151065 0.31 0.27 0.29 -0.001
H -2.114672 1.416871 -2.449335 -0.06 -0.02 0.05 0.000
H -4.434346 3.789474 -0.829979 -0.93 0.65 0.11 0.000
H 1.959009 0.323235 2.841767 0.12 -0.16 0.09 0.000
H 1.354642 1.135195 4.296027 -0.63 -0.29 -0.29 -0.002
H 1.348540 1.950702 2.726706 -0.18 -0.08 0.09 0.000
H 5.806392 -3.225846 -2.030115 0.23 -0.13 0.08 0.000
H -2.417060 1.642004 3.821540 -0.10 -0.24 -0.19 0.000
H 5.651448 -2.162304 -0.657858 0.79 -0.09 -0.09 0.000
H -0.960576 1.905362 4.747277 0.48 -0.76 -0.68 -0.003
H -3.093212 -2.421334 -1.444168 -0.03 -0.08 -0.11 0.001
H 0.471468 0.211967 -3.077403 -0.21 0.01 0.00 0.001
H -0.847724 -0.528100 5.072169 0.20 0.17 -0.55 -0.002
H -0.269547 -1.774385 3.914725 0.08 -0.07 0.19 0.001
H -1.561154 -3.181434 -1.890111 -0.08 -0.19 -0.16 0.001
H 0.702712 -1.506499 -2.912830 -0.13 -0.14 -0.03 0.000
H 4.828030 0.107087 -1.171257 -0.35 0.16 -0.05 0.002
H 3.265449 1.934940 -0.470319 -0.13 0.55 -0.25 0.000
H -2.855146 0.297112 -3.564005 0.65 -0.84 0.13 -0.001
H -1.932670 -1.225088 3.853698 -0.02 -0.01 0.14 0.001
H -3.490053 0.423895 -1.934186 0.04 0.07 0.10 0.000
H -2.729947 4.357034 -1.257855 -0.91 -0.11 0.31 0.000
H -3.364291 2.761695 -1.697650 -0.06 0.42 0.90 0.000
H -1.223787 2.742136 3.204022 0.12 -0.16 -0.14 0.000


Entry 4:
47
Properties=species:S:1:pos:R:3:forces:R:3:mulliken_charge:R:1 method="wB97M-V/def2-TZVPD" homo_ev="-7.7 / -7.7" lumo_energy_ev="-3.15 / -3.14" multiplicity=1
W -0.347485 0.037300 -0.459260 -7.80 4.63 4.70 0.629
Cl -1.207326 2.940481 -2.591910 -0.95 0.53 -0.07 -0.606
Cl -0.288121 1.978605 0.877992 0.28 -1.86 -1.15 -0.210
Cl -2.294731 0.317994 -1.638386 1.26 -0.76 0.68 -0.163
Si -2.640778 -1.017988 1.941026 -0.42 0.78 0.85 0.265
O 0.971101 -0.565853 2.700327 1.12 -1.17 1.26 -0.695
C 0.540504 -0.469569 -2.380935 0.79 0.04 0.10 -0.024
C -3.994030 0.042809 1.175982 0.03 -0.08 -0.04 -1.001
C -1.278867 -1.443444 0.686327 1.57 -1.71 -0.95 -0.294
C 0.688866 -1.565849 -1.442026 2.00 -0.64 -0.55 1.073
C 1.230379 0.676302 -1.825094 2.88 -1.18 -1.52 1.282
C -1.906254 -0.132243 3.412886 -0.19 0.03 0.08 -0.823
C 2.872788 1.040179 0.175726 -0.32 0.43 0.55 -1.733
C -3.413151 -2.658881 2.473587 0.22 -0.19 -0.24 -1.094
C 0.250172 -2.985908 -1.637639 -0.42 -0.14 -0.05 -1.600
C 2.296314 -2.026373 0.559221 -0.11 -0.26 0.47 -1.469
C 1.857350 0.257572 -0.586664 0.98 -0.78 -1.03 -0.132
C 1.588260 -1.135765 -0.401993 1.01 -0.42 -0.82 0.765
C 1.531406 1.944863 -2.508772 -0.60 0.40 -0.02 -1.027
C -0.059001 -0.575486 -3.739248 -0.52 0.21 -0.30 -1.294
H 2.484055 -1.488529 1.493978 -0.17 -0.06 -0.18 0.286
H -4.797348 0.174635 1.919160 0.24 -0.07 -0.22 0.332
H -3.812837 -3.211871 1.608841 0.05 0.13 0.27 0.321
H 2.794384 0.781355 1.243689 0.06 0.10 -0.28 0.362
H -1.319431 -0.838587 4.017291 -0.12 0.33 -0.16 0.227
H 2.013675 1.777659 -3.482765 0.08 -0.14 0.40 0.291
H 3.254455 -2.352950 0.118499 -0.38 0.05 -0.14 0.379
H 3.884339 0.808937 -0.201513 -0.43 0.01 0.08 0.302
H -2.726863 0.294793 4.017995 0.25 -0.20 -0.15 0.347
H -0.514323 0.380360 -4.048655 0.26 -0.28 0.13 0.377
H -0.496614 -2.067097 1.201996 -0.78 0.61 -0.09 -0.002
H -4.423210 -0.435192 0.284485 0.01 0.19 0.18 0.309
H 0.269205 -3.535310 -0.688556 0.08 0.16 -0.29 0.383
H 2.066937 2.648448 -1.868547 0.15 -0.27 -0.23 0.348
H 1.692057 -2.913725 0.805170 0.33 0.32 -0.08 0.286
H -0.784533 -3.027237 -2.005245 0.31 -0.04 -0.05 0.413
H -3.626777 1.040351 0.897750 -0.12 -0.23 0.05 0.327
H 2.689656 2.119970 0.058748 0.15 -0.46 0.14 0.419
H -4.241461 -2.472239 3.175761 0.27 0.00 -0.22 0.301
H 1.475249 -1.158166 3.390769 -1.34 1.54 -2.14 0.135
H -0.847398 -1.347098 -3.783460 0.42 0.28 0.05 0.337
H -1.231163 0.681257 3.111101 -0.18 -0.38 0.16 0.232
H -1.739419 -2.102249 -0.092101 0.06 0.25 0.51 0.484
H 0.902994 -3.501841 -2.362909 -0.21 0.27 0.28 0.330
H 0.751136 -0.847165 -4.436193 -0.31 0.09 0.15 0.367
H 0.535951 2.454979 -2.731072 0.76 -0.23 -0.03 -0.062
H -2.673500 -3.302636 2.974658 -0.23 0.19 -0.11 0.321